Record 1
C34H45CsFN5O9S4Si as an isolated structure, computed with ωB97M-V with the def2-TZVPD basis set.

energy above the lowest of the compared OMol25 structures with the same formula, charge and spin = 21.3 kcal per mole
total charge = -2
HOMO = -2.31 eV
lowest unoccupied orbital energy = 3.15 eV
Kohn-Sham gap = 5.460 eV

Each line ends with the Mulliken charge.
Positions of all 100 atoms, in Å:
1 Cs 1.6000 1.0140 -0.8795  1.420
2 C -2.1525 0.8313 -2.0921  -0.413
3 Si -2.2347 -0.9148 -1.3793  -0.191
4 C -4.0977 -1.2452 -1.1914  -1.308
5 C -1.6739 -2.1165 -2.7207  -0.974
6 N -1.2438 -1.0228 -0.0248  -0.012
7 C -1.4276 -1.3789 1.2384  0.327
8 C -2.6361 -1.8598 1.8391  0.165
9 C -2.7389 -2.2268 3.1701  -1.082
10 C -1.6494 -2.1666 4.0321  -0.904
11 C -0.4416 -1.7081 3.5022  0.543
12 C -0.3589 -1.3325 2.1847  0.055
13 F 0.8584 -0.8884 1.7441  -0.664
14 H -2.7481 0.9297 -3.0056  0.341
15 H -1.1329 1.1420 -2.3321  -0.187
16 H -2.5353 1.5422 -1.3543  0.131
17 H -4.5892 -1.0664 -2.1533  0.358
18 H -4.5585 -0.5854 -0.4517  0.325
19 H -4.3052 -2.2788 -0.9009  0.317
20 H -2.1749 -1.9159 -3.6728  0.377
21 H -1.9100 -3.1456 -2.4347  0.430
22 H -0.5961 -2.0602 -2.8870  0.212
23 H -3.5102 -1.9298 1.2055  0.101
24 H -3.6968 -2.5769 3.5421  0.329
25 H -1.7277 -2.4611 5.0704  0.353
26 H 0.4564 -1.6430 4.1078  0.273
27 C 2.5753 3.5726 6.2343  -0.665
28 C 3.4182 2.3208 6.4821  -0.692
29 S 3.7328 1.1838 5.1168  -0.095
30 C 2.0975 0.5307 4.6975  -0.765
31 C 1.1322 1.4702 3.9756  -0.535
32 S 1.8734 2.1814 2.4906  -0.080
33 C 1.3528 3.9112 2.5332  -0.196
34 C 1.4474 4.6499 3.8620  -1.106
35 S 3.0244 4.5612 4.7763  -0.077
36 H 2.6668 4.2100 7.1172  0.476
37 H 1.5232 3.3131 6.1515  0.290
38 H 2.9859 1.7767 7.3276  0.343
39 H 4.4258 2.6183 6.7821  0.377
40 H 1.6238 0.1296 5.5981  0.510
41 H 2.3194 -0.3192 4.0482  0.228
42 H 0.8176 2.2764 4.6303  0.190
43 H 0.2367 0.9086 3.7050  0.205
44 H 0.3405 4.0044 2.1380  0.038
45 H 1.9984 4.3745 1.7863  0.538
46 H 0.6599 4.3351 4.5473  0.436
47 H 1.2650 5.7069 3.6630  0.519
48 C 3.2547 -6.3720 2.2840  -1.139
49 N 2.0790 -5.5758 2.0104  0.185
50 C 2.0894 -4.2619 2.6432  -0.875
51 C 1.3483 -5.8038 0.8784  0.274
52 S 1.8731 -6.8376 -0.3325  -0.390
53 N 0.1694 -5.1383 0.8253  0.308
54 C -0.5378 -4.9697 -0.4296  -1.034
55 C -0.6806 -5.0024 2.0015  -1.444
56 H 3.4968 -6.2702 3.3440  0.341
57 H 4.1150 -6.0464 1.6898  0.351
58 H 3.0642 -7.4163 2.0519  0.384
59 H 3.0924 -3.8332 2.5613  0.516
60 H 1.8266 -4.3377 3.7016  0.266
61 H 1.3940 -3.5878 2.1522  0.014
62 H 0.1712 -4.8493 -1.2428  0.485
63 H -1.1485 -4.0686 -0.3499  0.042
64 H -1.1757 -5.8346 -0.6457  0.340
65 H -0.1647 -5.3609 2.8881  0.371
66 H -1.5795 -5.6114 1.8530  0.401
67 H -0.9858 -3.9678 2.1524  0.594
68 O -1.2529 4.3909 0.6723  -0.863
69 C -0.6920 4.0883 -0.3930  0.313
70 O 0.4417 3.5933 -0.5873  -0.715
71 C -1.5244 4.3248 -1.6689  0.025
72 C -2.8479 4.7253 -1.5642  -0.437
73 C -3.6064 4.8615 -2.7148  -0.178
74 C -3.1013 4.6181 -3.9772  -0.456
75 C -1.7747 4.2423 -4.0469  0.000
76 C -0.9794 4.0894 -2.9247  -0.459
77 N -1.1963 3.9991 -5.3833  1.155
78 O -1.9521 4.0434 -6.3396  -0.673
79 O -0.0047 3.8075 -5.4567  -0.611
80 N -5.0134 5.2838 -2.6048  1.092
81 O -5.6628 5.3771 -3.6312  -0.654
82 O -5.4544 5.5136 -1.4974  -0.636
83 H -3.2638 4.9068 -0.5839  0.626
84 H -3.7082 4.7190 -4.8615  0.595
85 H 0.0519 3.7769 -3.0078  0.748
86 O 4.1614 -0.2168 -6.2242  -0.545
87 C 2.8149 -0.1858 -5.9701  1.315
88 C 1.8946 -0.3069 -7.0049  -0.787
89 C 0.5318 -0.2866 -6.7415  -0.790
90 C 0.0882 -0.1698 -5.4349  -0.472
91 C 1.0212 -0.0744 -4.4099  0.598
92 C 2.3887 -0.0588 -4.6497  0.539
93 C 3.3380 0.1638 -3.4650  -0.034
94 O 4.0805 1.1560 -3.5325  -0.742
95 O 3.1711 -0.6260 -2.5022  -0.760
96 H 4.2815 -0.3031 -7.1736  0.266
97 H 2.2515 -0.4137 -8.0260  0.209
98 H -0.1755 -0.3669 -7.5581  0.358
99 H -0.9704 -0.1644 -5.2074  0.428
100 H 0.6701 -0.0146 -3.3848  -0.705

Record 2
A 11-piece molecular cluster, C34H45F6N3O20S2 overall at a distorted geometry, computed with ωB97M-V with the def2-TZVPD basis set.

energy above the lowest of the compared OMol25 structures with the same formula, charge and spin = 0.0 kcal per mole
HOMO = -8.25 eV
lowest unoccupied orbital energy = 0.17 eV
Kohn-Sham gap = 8.422 eV

Each line ends with the Mulliken charge.
Positions of all 110 atoms, in Å:
1 N -18.7373 -15.1974 -0.8226  0.996
2 C -19.5766 -16.1089 -0.3218  -0.151
3 C -19.4621 -16.0269 1.0752  -1.301
4 C -18.4571 -15.0742 1.3581  -0.749
5 C -18.0352 -14.5276 0.1548  -0.788
6 H -18.8476 -14.8928 -1.8057  -0.113
7 H -20.0348 -16.7998 -1.0302  0.462
8 H -19.9045 -16.7020 1.7728  0.585
9 H -18.0743 -14.7556 2.2871  0.506
10 H -17.4604 -13.6429 -0.0051  0.501
11 N -21.3716 -13.6899 0.6900  0.724
12 C -21.8576 -12.8778 -0.2958  -1.283
13 C -23.2269 -12.9653 -0.2188  -0.670
14 C -23.5516 -13.9068 0.7725  -1.089
15 C -22.3771 -14.3116 1.3660  -0.690
16 H -20.4472 -13.7564 0.9461  0.056
17 H -21.1726 -12.3454 -0.9058  1.232
18 H -23.9271 -12.5358 -0.8394  0.721
19 H -24.4904 -14.3090 0.9661  0.591
20 H -22.3091 -15.0818 2.1033  0.428
21 N -16.1656 -17.8733 0.1883  0.113
22 C -15.1197 -17.2929 -0.4339  -0.241
23 C -14.2674 -18.2733 -0.8894  -0.783
24 C -14.8212 -19.4897 -0.5070  -0.484
25 C -15.9574 -19.2211 0.2195  -0.496
26 H -16.8915 -17.3122 0.6901  0.234
27 H -15.1492 -16.2077 -0.5715  0.401
28 H -13.4079 -18.0707 -1.4254  0.494
29 H -14.5813 -20.5062 -0.8328  0.354
30 H -16.6883 -19.8476 0.6139  0.430
31 C -18.6345 -14.6550 -8.4306  -0.337
32 S -17.0949 -13.7439 -8.7577  0.470
33 O -16.4056 -13.6206 -7.3843  -0.598
34 C -16.2212 -14.9950 -9.7439  -0.989
35 H -19.3152 -13.8455 -7.9890  0.136
36 H -18.3992 -15.4739 -7.7680  -0.143
37 H -18.9636 -15.1423 -9.3859  0.492
38 H -16.6500 -15.0557 -10.7185  0.391
39 H -16.2490 -16.0181 -9.2479  0.240
40 H -15.2347 -14.6442 -9.7564  0.367
41 C -19.3350 -18.5014 -4.8391  -1.007
42 S -18.6085 -16.9157 -5.2386  0.495
43 O -19.3257 -15.8800 -4.3718  -0.520
44 C -17.0048 -16.9778 -4.3604  -0.786
45 H -18.8696 -18.7846 -3.8971  0.348
46 H -19.1590 -19.3084 -5.5855  0.314
47 H -20.3959 -18.3957 -4.6379  0.289
48 H -16.2798 -16.3236 -4.9516  0.307
49 H -16.5728 -18.0073 -4.2698  0.461
50 H -17.2345 -16.6730 -3.3394  0.031
51 C -18.2549 -13.0067 -4.9703  -0.238
52 C -18.4504 -11.5957 -5.3664  0.911
53 O -18.8280 -10.8683 -4.1427  -0.362
54 C -18.7214 -11.7654 -3.0868  0.258
55 O -18.8982 -11.5395 -1.9354  -0.309
56 O -18.4420 -12.9930 -3.5306  -0.274
57 F -19.4517 -11.4369 -6.2951  -0.345
58 H -17.2745 -13.3231 -5.2850  0.142
59 H -19.0465 -13.6451 -5.3236  -0.214
60 H -17.5654 -11.1384 -5.8416  0.267
61 C -21.8505 -8.2438 -4.0634  -0.417
62 C -21.2517 -9.1564 -3.0135  1.854
63 O -21.9982 -10.2901 -3.1010  0.103
64 C -23.1454 -10.0481 -3.7988  0.375
65 O -23.9593 -10.8935 -3.9292  -0.543
66 O -23.1333 -8.8025 -4.3035  -0.385
67 F -21.4090 -8.6391 -1.7391  -0.355
68 H -21.2687 -8.3254 -4.9723  0.180
69 H -21.9365 -7.2200 -3.7684  0.371
70 H -20.1502 -9.4268 -3.1861  -1.028
71 C -16.5220 -10.1108 0.4109  -0.142
72 C -17.0215 -8.7974 0.0263  0.659
73 O -16.9186 -8.7142 -1.3878  -0.415
74 C -16.4371 -9.8924 -1.8420  0.834
75 O -16.2310 -10.1480 -2.9990  -0.554
76 O -16.1550 -10.7312 -0.8701  -0.374
77 F -16.0605 -7.8723 0.4641  -0.369
78 H -17.3019 -10.6670 0.8672  -0.169
79 H -15.7306 -10.1597 1.0527  0.421
80 H -18.0057 -8.4742 0.3439  0.179
81 C -22.1736 -10.7965 2.4898  -0.173
82 C -21.6415 -10.0502 1.3515  0.757
83 O -20.2882 -10.3383 1.3627  -0.115
84 C -19.9585 -10.9160 2.5740  0.516
85 O -18.8810 -11.3424 2.8375  -0.521
86 O -21.0284 -10.8846 3.3542  -0.427
87 F -21.8719 -8.6976 1.5077  -0.392
88 H -22.5234 -11.7821 2.2312  -0.099
89 H -23.0221 -10.3320 2.9693  0.393
90 H -21.9456 -10.4493 0.4114  0.033
91 C -17.6311 -7.5745 -4.7538  0.486
92 C -17.2278 -7.5536 -6.1830  0.160
93 O -18.0622 -6.5114 -6.6887  -0.348
94 C -19.1727 -6.4378 -5.9321  0.652
95 O -20.1933 -5.9843 -6.3323  -0.524
96 O -18.9683 -7.0918 -4.7769  -0.254
97 F -17.5828 -8.7053 -6.8331  -0.242
98 H -16.9559 -7.0131 -4.1969  0.294
99 H -17.7128 -8.6233 -4.3999  -0.471
100 H -16.1972 -7.2737 -6.4786  0.304
101 C -22.2994 -13.8913 -4.5179  0.830
102 C -22.7920 -15.2274 -3.9950  0.621
103 O -22.5953 -16.0634 -5.0639  -0.407
104 C -22.2484 -15.3500 -6.2099  0.561
105 O -21.9622 -15.8241 -7.2457  -0.518
106 O -22.0705 -14.0829 -5.8789  -0.320
107 F -24.1141 -15.2399 -3.6177  -0.357
108 H -21.4132 -13.4963 -3.9624  -0.639
109 H -23.0094 -13.0650 -4.3072  -0.028
110 H -22.2636 -15.6116 -3.1838  0.216